69
Properties=species:S:1:pos:R:3:lowdin_spin:R:1 method="wB97M-V/def2-TZVPD" charge=-1 largest_force_ev_per_a=0.35 spin_multiplicity=2 e_above_lowest_kj_mol=161.8 gap_ev="6.2 / 6.8"
Hg -0.1950 -0.3868 -0.5766 0.002
C -2.3058 -4.2175 0.8468 0.004
C -1.5108 -2.9566 0.6160 0.040
N -1.6378 -2.2373 -0.4304 0.131
C -2.4662 -2.4320 -1.5799 0.017
C -2.7699 -1.0664 -2.2232 0.002
N -1.5647 -0.2794 -2.4897 -0.001
C -1.7876 1.0982 -2.9473 0.000
C -0.4921 1.9113 -2.9283 0.000
N -0.1783 2.4504 -1.6095 0.000
C 1.2308 2.4377 -1.2246 0.000
C 1.4166 2.3399 0.2853 -0.001
N 1.1090 0.9920 0.7366 -0.009
C 1.3758 0.5581 1.9025 0.003
C 1.9529 1.4573 2.9552 0.000
C 1.0791 -0.8977 2.2210 0.040
C 1.2213 -1.4886 3.6313 0.026
C 0.1004 -2.4168 3.9648 0.153
C -0.6639 -2.9850 3.0122 0.012
C -0.5756 -2.5138 1.6587 0.216
N 0.2066 -1.4704 1.3819 0.086
H -2.6012 -4.6638 -0.1014 -0.001
H -3.2116 -4.0015 1.4194 0.001
H -1.7260 -4.9525 1.4016 0.001
H -3.4269 -2.9104 -1.3543 0.002
H -1.9363 -3.0695 -2.2999 0.007
H -3.3860 -0.4820 -1.5349 0.000
H -3.3545 -1.2284 -3.1383 0.000
H -0.9416 -0.7624 -3.1314 0.000
H -2.5177 1.5576 -2.2760 0.000
H -2.2118 1.1053 -3.9592 0.000
H -0.5983 2.7301 -3.6497 0.000
H 0.3227 1.2699 -3.2908 0.000
H -0.7892 2.0790 -0.8884 0.000
H 1.7148 3.3568 -1.5741 0.000
H 1.7614 1.5937 -1.6876 0.000
H 0.7658 3.0563 0.7985 0.000
H 2.4540 2.5936 0.5276 0.000
H 1.2073 2.2236 3.1852 0.000
H 2.8500 1.9507 2.5801 0.000
H 2.2183 0.9246 3.8617 0.000
H 1.2964 -0.7139 4.3931 0.005
H -0.0430 -2.6764 5.0068 0.008
H -1.4224 -3.7075 3.2839 -0.004
Se -2.5893 1.0748 0.8264 0.003
C -1.6946 2.2762 1.8819 0.001
N -1.0990 3.0283 2.5333 0.000
F 2.8284 -3.6804 -3.8511 0.000
C 2.7266 -2.3787 -3.5503 0.000
F 2.5358 -1.7299 -4.7170 0.000
F 3.9251 -1.9837 -3.0749 0.000
C 1.5950 -2.0775 -2.5246 0.000
O 1.0994 -3.0267 -1.9308 0.000
O 1.3471 -0.8424 -2.4245 0.000
S 3.1611 -1.4734 1.9703 0.203
C 2.6287 -2.2000 3.5675 0.030
N 3.4342 -1.8385 4.7299 0.005
C 4.3764 -2.8688 5.1474 0.001
C 3.5522 -4.0254 5.6899 0.001
C 2.5072 -4.4488 4.6369 0.004
N 2.6632 -3.6356 3.4404 0.008
H 3.9037 -0.9663 4.5256 0.001
H 5.0118 -2.4531 5.9317 0.000
H 5.0224 -3.2077 4.3281 0.001
H 3.0460 -3.6771 6.5922 0.000
H 4.1928 -4.8640 5.9709 0.000
H 1.4992 -4.4110 5.0681 0.002
H 2.6798 -5.4815 4.3268 0.000
H 2.0947 -3.9362 2.6618 0.000

---

57
Properties=species:S:1:pos:R:3:nbo_charge:R:1 method="wB97M-V/def2-TZVPD" largest_force_ev_per_a=1.16 e_above_lowest_kj_mol=0.0 gap_ev=9.6 smiles="CC[C@@H]1[C@H]2CCCC(=O)N3CC[C@@H](C[C@@H]1OC(=O)NCc1ccccc1)[C@@H]23"
C -1.4316 -0.4744 -2.4747 -0.613
C 0.0014 0.0277 -2.6120 -0.398
C 0.6839 0.4986 -1.3196 -0.223
C 0.6997 -0.5077 -0.1551 -0.257
C 0.9718 -1.9831 -0.4917 -0.402
C 2.4296 -2.4188 -0.3749 -0.388
C 3.3803 -1.4909 -1.1199 -0.503
C 3.8537 -0.3075 -0.2994 0.687
O 4.9800 0.1405 -0.4445 -0.637
N 3.0310 0.2243 0.6275 -0.460
C 3.5879 1.2768 1.4745 -0.218
C 2.4141 1.8005 2.2993 -0.405
C 1.2050 1.3973 1.4570 -0.210
C 1.0048 2.3815 0.3015 -0.428
C 0.0805 1.8055 -0.7705 0.098
O -1.1996 1.5937 -0.1665 -0.547
C -2.2433 2.2784 -0.6669 0.896
O -2.2174 2.9804 -1.6490 -0.650
N -3.3566 2.0869 0.0795 -0.634
C -3.3964 1.3133 1.3023 -0.251
C -3.1860 -0.1634 1.0698 0.064
C -2.3107 -0.8872 1.8677 -0.252
C -2.1262 -2.2434 1.6596 -0.201
C -2.8092 -2.8885 0.6431 -0.223
C -3.6826 -2.1727 -0.1584 -0.204
C -3.8725 -0.8192 0.0563 -0.231
C 1.6270 0.0080 0.9496 -0.016
H -1.7546 -0.9102 -3.4183 0.211
H -2.1083 0.3401 -2.2388 0.207
H -1.5192 -1.2299 -1.6990 0.206
H 0.0091 0.8671 -3.3119 0.212
H 0.6133 -0.7597 -3.0591 0.198
H 1.7143 0.7502 -1.5925 0.215
H -0.3066 -0.4709 0.2768 0.249
H 0.6239 -2.1971 -1.5004 0.208
H 0.3767 -2.6003 0.1868 0.211
H 2.5156 -3.4275 -0.7861 0.214
H 2.7300 -2.4745 0.6733 0.199
H 2.9184 -1.1326 -2.0417 0.220
H 4.2894 -2.0244 -1.4063 0.242
H 4.3902 0.8640 2.0929 0.209
H 4.0352 2.0487 0.8416 0.212
H 2.4740 2.8752 2.4582 0.217
H 2.3782 1.3075 3.2715 0.205
H 0.2853 1.3320 2.0405 0.216
H 1.9623 2.6146 -0.1629 0.216
H 0.5797 3.3102 0.6883 0.218
H -0.0504 2.5278 -1.5860 0.228
H -4.1921 2.5333 -0.2592 0.412
H -2.6249 1.6845 1.9858 0.205
H -4.3734 1.4766 1.7651 0.218
H -1.7731 -0.3876 2.6612 0.211
H -1.4459 -2.7959 2.2914 0.214
H -2.6615 -3.9450 0.4755 0.216
H -4.2179 -2.6702 -0.9534 0.216
H -4.5535 -0.2647 -0.5725 0.213
H 1.5675 -0.6984 1.7944 0.190

---

34
Properties=species:S:1:pos:R:3:nbo_charge:R:1 method="wB97M-V/def2-TZVPD" charge=+1 largest_force_ev_per_a=1.79 gap_ev=9.7 smiles="CCN(c1nc(I)n(P(=N)(O)O)[n+]1CN)N(C(=O)F)C(=O)F"
C -1.4650 0.9210 2.4995 -0.639
C -0.8997 1.7291 1.3203 -0.244
N -1.1712 1.1562 0.0130 -0.227
C -0.5076 0.1464 -0.5981 0.600
N -0.8753 -0.3172 -1.7928 -0.486
C -0.0189 -1.2725 -2.0883 0.270
I -0.2951 -2.3068 -3.8422 0.386
N 0.9120 -1.4370 -1.1169 -0.545
P 2.2163 -2.6220 -1.1998 2.362
N 2.7470 -2.7456 -2.6152 -1.307
O 3.2539 -2.1921 -0.1020 -0.973
O 1.5203 -3.9045 -0.6069 -0.968
N 0.5679 -0.5142 -0.1211 -0.196
C 1.3697 -0.4218 1.1228 -0.061
N 2.5512 0.3764 1.0563 -0.803
N -2.2163 1.6938 -0.7407 -0.380
C -1.8915 2.9759 -1.2443 0.965
O -0.8776 3.1958 -1.7861 -0.511
F -2.8392 3.8566 -1.0674 -0.279
C -3.4940 1.5114 -0.1090 0.966
O -3.9816 2.1898 0.7143 -0.469
F -4.0398 0.3982 -0.5547 -0.283
H -1.5492 -0.1277 2.2295 0.211
H -0.7694 0.9717 3.3298 0.231
H -2.4319 1.2924 2.8048 0.251
H -1.3250 2.7241 1.3620 0.250
H 0.1643 1.8786 1.4587 0.208
H 3.7270 -2.5067 -2.6940 0.422
H 3.2131 -2.7528 0.6889 0.533
H 0.6487 -4.0490 -1.0061 0.528
H 1.6277 -1.4427 1.3690 0.201
H 0.7430 -0.0648 1.9230 0.233
H 3.0309 0.3063 0.1698 0.383
H 2.3552 1.3538 1.2239 0.373

---

182
Properties=species:S:1:pos:R:3:mulliken_charge:R:1 method="wB97M-V/def2-TZVPD" charge=+4 largest_force_ev_per_a=3.82 gap_ev=7.2
C -6.6461 6.1630 0.6148 -1.265
C -6.4830 7.7827 0.4898 -0.480
N -5.0334 8.2975 0.2942 0.223
C -4.0123 7.5764 1.1497 -1.043
C -4.7278 8.0747 -1.1626 -0.669
C -3.3597 8.7153 -1.6703 -1.308
C -5.0330 9.8237 0.6415 -0.542
C -5.7711 10.8055 -0.2745 -0.840
O -7.1363 10.6155 -0.3329 -0.374
C -7.8580 10.9698 0.8096 -0.719
H -7.7030 5.8972 0.5932 0.455
H -6.3014 5.7103 1.5445 0.344
H -6.4113 5.6391 -0.3117 0.352
H -6.8107 8.2315 1.4275 0.263
H -7.0554 8.2798 -0.2934 0.508
H -3.6973 6.5559 0.9320 0.361
H -4.3379 7.5685 2.1899 0.438
H -3.0165 8.0110 1.0625 0.412
H -5.5519 8.5431 -1.7008 0.492
H -4.8872 7.0086 -1.3245 0.552
H -2.6206 7.9202 -1.5717 0.432
H -2.9345 9.6236 -1.2435 0.302
H -3.3171 8.7980 -2.7563 0.389
H -4.0307 10.2517 0.6250 0.389
H -5.3565 9.8662 1.6816 0.599
H -5.4318 10.8630 -1.3087 0.309
H -5.5868 11.8275 0.0569 0.520
H -8.0547 10.1536 1.5047 0.245
H -8.7849 11.3455 0.3762 0.270
H -7.3477 11.7688 1.3475 0.384
C 6.6803 6.4909 -2.1222 -1.228
C 6.5053 5.9988 -3.6383 -0.447
N 7.0481 6.9322 -4.6823 0.493
C 6.7177 8.4030 -4.4138 -1.140
C 8.5548 6.8636 -4.5040 -0.520
C 9.4294 7.6027 -5.5495 -1.301
C 6.6420 6.3040 -6.0276 -0.556
C 5.0955 6.1786 -6.2091 -0.825
O 4.3256 7.3045 -5.7864 -0.374
C 4.2677 8.3773 -6.8274 -0.572
H 6.1274 5.7749 -1.5142 0.437
H 6.2813 7.4681 -1.8500 0.296
H 7.7340 6.4820 -1.8431 0.331
H 5.4880 5.6309 -3.7720 0.364
H 6.9311 4.9983 -3.7140 0.441
H 7.2410 8.8858 -3.5884 0.388
H 5.6816 8.5359 -4.1025 0.402
H 6.8940 8.9208 -5.3567 0.387
H 8.8864 5.8253 -4.5163 0.496
H 8.8211 7.2813 -3.5331 0.321
H 10.3849 7.0783 -5.5566 0.434
H 9.5202 8.6587 -5.2953 0.360
H 9.2631 7.5077 -6.6226 0.304
H 7.2079 5.3736 -6.0761 0.409
H 6.9916 6.8832 -6.8822 0.378
H 4.6563 5.3588 -5.6407 0.455
H 4.9228 5.7590 -7.2002 0.483
H 4.3028 7.9510 -7.8300 0.324
H 5.1087 9.0392 -6.6209 0.195
H 3.3829 9.0123 -6.7820 0.265
C 0.9679 -6.0585 -5.9268 -1.300
C 2.0835 -7.0851 -6.1385 -0.316
N 3.0299 -7.3537 -4.9143 0.051
C 2.0632 -7.4426 -3.6546 -0.980
C 3.9685 -8.5661 -5.2342 -0.639
C 5.0620 -8.5049 -6.3914 -1.144
C 3.8695 -6.0610 -4.6496 -0.807
C 5.0155 -6.3442 -3.7272 -0.544
O 4.6117 -6.9419 -2.5360 -0.290
C 5.6213 -7.1347 -1.5390 -0.823
H 0.3166 -5.9071 -6.7877 0.409
H 1.2056 -5.0667 -5.5422 0.349
H 0.2158 -6.5130 -5.2819 0.357
H 2.7106 -6.7236 -6.9535 0.373
H 1.6170 -8.0264 -6.4288 0.375
H 2.4296 -7.7767 -2.6839 0.286
H 1.3454 -8.2408 -3.8434 0.449
H 1.4338 -6.5773 -3.4471 0.427
H 3.1787 -9.2332 -5.5797 0.558
H 4.3111 -8.9789 -4.2853 0.507
H 5.0324 -9.3294 -7.1038 0.363
H 6.0135 -8.7078 -5.9001 0.355
H 4.9807 -7.6037 -6.9991 0.310
H 3.2122 -5.2169 -4.4409 0.599
H 4.2514 -5.8535 -5.6492 0.382
H 5.5214 -5.4249 -3.4321 0.452
H 5.6828 -7.1353 -4.0692 0.329
H 6.5875 -7.4640 -1.9214 0.330
H 5.1567 -7.7962 -0.8077 0.261
H 5.7750 -6.2095 -0.9835 0.318
C -8.3331 -6.9770 -1.0120 -1.301
C -8.4214 -6.1314 -2.2618 -0.552
N -9.3649 -4.9605 -2.3244 0.118
C -9.7165 -4.6644 -3.8425 -0.912
C -10.6760 -5.3253 -1.4895 -0.268
C -11.5278 -6.4647 -2.2384 -1.306
C -8.6557 -3.6798 -1.7034 -0.851
C -7.9890 -3.6531 -0.3428 -0.560
O -9.0675 -3.7604 0.6077 -0.302
C -8.6132 -3.6461 1.9552 -0.805
H -9.1435 -7.7010 -1.0971 0.392
H -8.3051 -6.5071 -0.0289 0.294
H -7.4449 -7.5926 -1.1537 0.363
H -8.8079 -6.7616 -3.0627 0.560
H -7.4169 -5.7859 -2.5062 0.455
H -8.8368 -4.4320 -4.4428 0.369
H -10.2238 -3.7116 -3.6907 0.420
H -10.4201 -5.3887 -4.2528 0.360
H -11.1970 -4.3692 -1.4394 0.460
H -10.3466 -5.6769 -0.5118 0.352
H -12.0740 -5.9575 -3.0338 0.419
H -12.3222 -6.9071 -1.6374 0.363
H -10.9243 -7.2772 -2.6430 0.339
H -9.3665 -2.8536 -1.7146 0.388
H -7.8118 -3.3070 -2.2839 0.445
H -7.4469 -2.7202 -0.1883 0.499
H -7.2578 -4.4500 -0.2070 0.359
H -9.3849 -4.1168 2.5644 0.267
H -8.5027 -2.6508 2.3856 0.277
H -7.7084 -4.2523 2.0003 0.360
C 3.1316 2.0541 6.9926 -1.147
C 3.4595 1.7455 8.5423 -0.261
N 4.8528 1.1423 8.9254 0.009
C 4.9928 -0.3094 8.3291 -1.019
C 5.9811 1.9421 8.1716 -0.404
C 7.4562 1.7758 8.5474 -1.268
C 5.1402 0.9446 10.4875 -0.688
C 5.3053 2.2753 11.4287 -0.664
O 4.0585 2.8837 11.4352 -0.356
C 4.1891 4.1284 11.9669 -0.914
H 3.4548 1.1975 6.4010 0.307
H 3.5976 2.9673 6.6225 0.332
H 2.0840 2.3521 6.9496 0.404
H 2.7078 1.0053 8.8165 0.377
H 3.4478 2.6753 9.1108 0.308
H 4.3153 -1.0306 8.7863 0.362
H 5.9873 -0.7534 8.3727 0.400
H 4.7753 -0.1265 7.2768 0.429
H 5.7309 3.0030 8.1680 0.480
H 5.8435 1.8165 7.0977 0.527
H 7.9061 0.7858 8.6215 0.281
H 7.5498 2.2354 9.5313 0.259
H 8.2094 2.3071 7.9656 0.397
H 6.0378 0.3330 10.3958 0.498
H 4.3614 0.2316 10.7582 0.462
H 6.0825 2.9399 11.0514 0.320
H 5.6732 2.0921 12.4382 0.512
H 4.7631 4.3403 12.8690 0.377
H 3.1987 4.5832 11.9527 0.314
H 4.6735 4.8043 11.2622 0.368
C -2.5264 -9.2392 9.0046 -1.371
C -2.5012 -9.7804 7.5913 0.130
C -2.8062 -8.6986 6.5460 -0.722
O -1.6084 -7.8374 6.4014 -0.353
C -1.5927 -7.0833 5.1943 -0.771
N -1.1748 -10.4173 7.2312 -0.283
H -1.3204 -10.9778 6.4037 0.356
H -0.5783 -9.6729 6.8991 0.342
H -0.7330 -10.9202 7.9875 0.337
H -1.7292 -8.4977 9.0563 0.391
H -2.4735 -10.0091 9.7744 0.389
H -3.3969 -8.6302 9.2484 0.376
H -3.1118 -10.6724 7.4515 0.381
H -3.7199 -8.1487 6.7717 0.476
H -3.0271 -9.2259 5.6179 0.407
H -2.4324 -6.3888 5.2198 0.319
H -1.8288 -7.5528 4.2394 0.340
H -0.5680 -6.7156 5.1411 0.258
As 3.6453 -0.5906 -11.3259 1.977
F 3.3164 -0.5838 -9.5865 -0.497
F 5.0243 0.4936 -11.0720 -0.493
F 4.0021 -0.6008 -13.0635 -0.476
F 2.2096 -1.7220 -11.5386 -0.526
F 2.6622 0.8627 -11.5319 -0.482
F 4.6822 -2.0348 -11.0929 -0.502
As -0.4358 -0.0273 -0.6590 1.980
F -1.5212 -1.4760 -0.8939 -0.511
F -1.1764 -0.0377 1.0093 -0.499
F 0.7288 1.3343 -0.4426 -0.488
F 0.0376 -0.1100 -2.4327 -0.495
F -1.6991 1.1593 -1.1234 -0.484
F 0.9267 -1.1489 -0.1859 -0.504